Record 1
{
  "formula": "C11H11NO",
  "method": "ωB97M-V with the def2-TZVPD basis set",
  "multiplicity": 1,
  "smiles": "COc1ccc(N)c2ccccc12",
  "homo_ev": -6.76,
  "total_charge": 0,
  "gap_ev": 7.45,
  "e_above_lowest_kcal_mol": 130.9,
  "species": ["C", "C", "C", "C", "C", "C", "C", "C", "C", "C", "C", "H", "H", "H", "H", "H", "H", "H", "H", "H", "H", "H", "N", "O"],
  "positions_angstrom": [[3.532, -0.610, 0.133], [1.312, -0.420, -0.040], [1.671, 0.996, -0.009], [0.597, 1.873, 0.069], [-0.733, 1.573, -0.143], [-1.230, 0.303, -0.202], [-2.688, 0.016, 0.072], [-2.950, -1.365, 0.214], [-1.905, -2.401, -0.003], [-0.604, -2.083, -0.440], [-0.185, -0.640, -0.401], [4.080, -1.664, 0.372], [3.971, -0.308, -0.779], [3.457, -0.006, 1.046], [2.809, 1.113, 0.041], [0.864, 2.971, -0.181], [-2.113, 2.881, -0.833], [-0.970, 3.564, 0.087], [-3.331, 0.857, 0.410], [-4.069, -1.806, 0.394], [-2.299, -3.361, 0.543], [0.156, -2.994, -0.312], [-1.585, 2.670, 0.005], [2.213, -1.158, -0.046]],
  "nbo_charge": [-0.29, 0.39, -0.36, -0.23, 0.10, -0.07, -0.22, -0.20, -0.25, -0.19, -0.09, 0.20, 0.21, 0.22, 0.22, 0.19, 0.36, 0.36, 0.25, 0.22, 0.22, 0.22, -0.81, -0.46]
}


Record 2
{
  "formula": "C11H11NS",
  "method": "ωB97M-V with the def2-TZVPD basis set",
  "multiplicity": 1,
  "smiles": "C=C=C(C)Sc1ccccc1N=C",
  "homo_ev": -8.00,
  "total_charge": 0,
  "gap_ev": 8.52,
  "e_above_lowest_kcal_mol": 75.2,
  "species": ["C", "C", "C", "C", "C", "C", "C", "C", "C", "C", "C", "N", "S", "H", "H", "H", "H", "H", "H", "H", "H", "H", "H", "H"],
  "positions_angstrom": [[-3.199, 2.769, 0.392], [-1.993, 2.342, 0.461], [2.395, -2.592, 0.284], [2.693, -1.669, 1.346], [1.186, -2.336, -0.360], [1.946, -0.671, 1.889], [0.374, -1.344, 0.125], [0.742, -0.447, 1.179], [-0.833, 1.769, 0.519], [0.154, 2.312, -0.545], [-1.589, -1.745, -1.073], [-0.767, -0.924, -0.584], [-0.322, 0.725, 1.915], [-3.601, 3.726, 0.736], [3.005, -3.342, 0.050], [3.723, -1.841, 1.739], [0.774, -2.966, -1.223], [2.294, -0.127, 2.767], [-0.332, 3.241, -0.906], [0.294, 1.592, -1.415], [1.066, 2.807, -0.082], [-3.927, 2.258, -0.125], [-1.350, -2.821, -1.107], [-2.524, -1.306, -1.488]],
  "nbo_charge": [-0.47, 0.07, -0.20, -0.19, -0.21, -0.22, 0.06, -0.17, -0.19, -0.64, -0.03, -0.41, 0.31, 0.21, 0.21, 0.20, 0.21, 0.24, 0.23, 0.23, 0.23, 0.21, 0.15, 0.19]
}


Record 3
{
  "formula": "C11H12",
  "method": "ωB97M-V with the def2-TZVPD basis set",
  "multiplicity": 1,
  "smiles": "C#C/C=C/C=C\\C=C(\\C)C=C",
  "homo_ev": -7.85,
  "total_charge": 0,
  "gap_ev": 7.79,
  "e_above_lowest_kcal_mol": 96.5,
  "species": ["C", "C", "C", "C", "C", "C", "C", "C", "C", "C", "C", "H", "H", "H", "H", "H", "H", "H", "H", "H", "H", "H", "H"],
  "positions_angstrom": [[-3.287, 1.094, -0.323], [-2.578, 0.135, -0.553], [-0.111, -2.529, 0.609], [1.059, -2.266, -0.036], [-1.266, -1.665, 0.452], [1.225, -1.068, -0.724], [-0.237, 1.404, 1.524], [0.611, 0.470, 1.096], [-1.716, -0.927, -0.622], [1.010, 0.179, -0.231], [1.033, 1.428, -1.173], [-3.996, 1.854, -0.356], [-0.310, -3.346, 1.188], [1.863, -2.901, 0.279], [-2.013, -1.798, 1.270], [1.487, -1.195, -1.719], [-0.508, 1.500, 2.580], [-0.562, 2.240, 0.881], [0.957, -0.283, 1.924], [-1.130, -0.763, -1.437], [0.583, 2.252, -0.596], [0.380, 1.175, -2.073], [2.041, 1.600, -1.391]],
  "nbo_charge": [-0.23, -0.03, -0.22, -0.17, -0.13, -0.26, -0.36, -0.24, -0.30, 0.02, -0.63, 0.23, 0.21, 0.22, 0.21, 0.21, 0.21, 0.19, 0.21, 0.21, 0.22, 0.22, 0.22]
}


Record 4
{
  "formula": "C11H12Cl26",
  "method": "ωB97M-V with the def2-TZVPD basis set",
  "multiplicity": 2,
  "homo_ev": [-0.84, -6.84],
  "total_charge": -1,
  "gap_ev": [2.22, 8.22],
  "species": ["Cl", "C", "C", "Cl", "H", "H", "H", "H", "Cl", "C", "C", "Cl", "H", "H", "H", "H", "Cl", "C", "C", "Cl", "H", "H", "H", "H", "C", "Cl", "Cl", "Cl", "Cl", "C", "Cl", "Cl", "Cl", "Cl", "C", "Cl", "Cl", "Cl", "Cl", "C", "Cl", "Cl", "Cl", "Cl", "C", "Cl", "Cl", "Cl", "Cl"],
  "positions_angstrom": [[-21.914, 7.126, -22.682], [-20.684, 7.558, -23.926], [-20.345, 8.998, -23.693], [-21.780, 10.129, -23.938], [-21.127, 7.388, -24.907], [-19.777, 6.953, -23.894], [-19.498, 9.387, -24.259], [-20.064, 9.160, -22.653], [-22.648, 2.071, -22.422], [-22.645, 3.785, -22.162], [-23.740, 4.173, -21.104], [-25.358, 4.082, -21.874], [-22.793, 4.314, -23.104], [-21.684, 4.020, -21.704], [-23.599, 5.201, -20.771], [-23.718, 3.498, -20.248], [-25.917, 8.346, -24.286], [-25.774, 7.106, -22.997], [-25.067, 7.652, -21.713], [-25.944, 9.053, -20.978], [-25.164, 6.392, -23.551], [-26.642, 6.518, -22.702], [-24.076, 7.998, -22.007], [-24.851, 6.895, -20.959], [-20.229, 8.238, -18.383], [-18.549, 7.630, -18.253], [-20.420, 9.733, -17.350], [-20.582, 8.647, -20.087], [-21.359, 6.965, -17.938], [-18.156, 3.997, -21.812], [-19.007, 5.176, -20.822], [-18.654, 4.311, -23.438], [-16.363, 4.226, -21.877], [-18.592, 2.389, -21.263], [-20.901, 5.500, -27.529], [-20.888, 4.718, -25.915], [-21.623, 7.114, -27.407], [-19.296, 5.580, -28.320], [-21.987, 4.434, -28.491], [-16.365, 7.912, -25.391], [-17.510, 8.408, -26.646], [-16.277, 6.126, -25.372], [-14.717, 8.451, -25.689], [-16.883, 8.401, -23.808], [-16.579, 11.376, -20.537], [-15.364, 10.870, -21.716], [-18.130, 10.862, -21.179], [-16.386, 10.562, -18.943], [-16.495, 13.139, -20.426]],
  "lowdin_spin": [0.01, 0.00, 0.01, 0.00, 0.00, 0.00, 0.00, 0.01, 0.00, 0.00, 0.00, 0.00, 0.00, 0.00, 0.00, 0.00, 0.00, 0.00, 0.00, 0.00, 0.00, 0.00, 0.00, 0.00, 0.18, 0.19, 0.22, 0.15, 0.17, 0.01, 0.01, 0.00, 0.01, 0.00, 0.00, 0.00, 0.00, 0.00, 0.00, 0.00, 0.00, 0.00, 0.00, 0.00, 0.00, 0.00, 0.01, 0.01, 0.00]
}


Record 5
{
  "formula": "C11H12ClNS",
  "method": "ωB97M-V with the def2-TZVPD basis set",
  "multiplicity": 1,
  "smiles": "CC(C)[C@](Cl)(C#N)Sc1ccccc1",
  "homo_ev": -8.76,
  "total_charge": 0,
  "gap_ev": 8.64,
  "e_above_lowest_kcal_mol": 0.0,
  "species": ["C", "C", "C", "C", "C", "C", "C", "C", "C", "C", "C", "N", "S", "Cl", "H", "H", "H", "H", "H", "H", "H", "H", "H", "H", "H", "H"],
  "positions_angstrom": [[-0.247, 1.257, -0.595], [0.911, 2.579, 3.942], [-0.334, 2.543, 3.388], [1.738, 1.443, 3.833], [-0.745, 1.454, 2.601], [1.410, 0.422, 2.997], [0.224, 0.428, 2.329], [1.002, 0.035, -2.791], [0.409, -2.287, -1.926], [0.643, -0.815, -1.517], [-0.375, -0.157, -0.694], [-0.192, 2.398, -0.494], [0.089, -0.935, 1.202], [-2.109, -0.386, -1.126], [1.158, 3.424, 4.476], [-0.954, 3.402, 3.570], [2.743, 1.345, 4.239], [-1.615, 1.563, 1.909], [2.171, -0.318, 2.601], [0.927, 1.081, -2.442], [0.305, -0.265, -3.630], [1.999, -0.205, -3.210], [-0.576, -2.225, -2.224], [1.005, -2.566, -2.712], [0.451, -2.927, -1.064], [1.667, -0.661, -0.978]],
  "nbo_charge": [0.22, -0.20, -0.20, -0.20, -0.20, -0.23, -0.19, -0.61, -0.60, -0.28, -0.14, -0.27, 0.22, 0.02, 0.21, 0.22, 0.22, 0.23, 0.23, 0.22, 0.21, 0.22, 0.21, 0.22, 0.22, 0.24]
}


Record 6
{
  "formula": "C11H12CrI2NO",
  "method": "ωB97M-V with the def2-TZVPD basis set",
  "multiplicity": 4,
  "homo_ev": [-16.04, -16.07],
  "total_charge": 2,
  "gap_ev": [7.62, 7.68],
  "e_above_lowest_kcal_mol": 0.0,
  "species": ["Cr", "C", "C", "C", "C", "C", "H", "H", "H", "H", "H", "O", "C", "C", "C", "C", "C", "C", "N", "H", "H", "H", "H", "H", "H", "H", "I", "I"],
  "positions_angstrom": [[-0.104, -1.012, 0.314], [-2.231, -1.294, 0.865], [-1.414, -1.494, 2.003], [-0.578, -2.617, 1.748], [-0.858, -3.088, 0.456], [-1.872, -2.258, -0.101], [-2.953, -0.502, 0.735], [-1.419, -0.902, 2.906], [0.171, -3.013, 2.418], [-0.363, -3.907, -0.045], [-2.275, -2.343, -1.099], [1.661, -0.280, 1.077], [2.167, 1.003, 0.635], [1.081, 1.675, -0.165], [1.229, 2.972, -0.619], [0.211, 3.547, -1.361], [-0.936, 2.807, -1.629], [-1.019, 1.524, -1.144], [-0.028, 0.959, -0.424], [2.211, -0.666, 1.770], [3.054, 0.840, 0.020], [2.440, 1.601, 1.504], [2.132, 3.524, -0.390], [0.307, 4.562, -1.725], [-1.753, 3.221, -2.202], [-1.892, 0.912, -1.330], [1.218, -1.592, -2.049], [1.812, -4.178, -2.170]],
  "lowdin_spin": [3.12, -0.04, -0.04, -0.03, -0.05, -0.03, 0.00, 0.00, 0.00, 0.00, 0.00, 0.03, 0.00, 0.01, 0.00, 0.01, 0.00, 0.01, 0.00, 0.00, 0.00, 0.00, 0.00, 0.00, 0.00, 0.00, -0.01, 0.01]
}


Record 7
{
  "formula": "C11H12NO2",
  "method": "ωB97M-V with the def2-TZVPD basis set",
  "multiplicity": 1,
  "homo_ev": -3.97,
  "total_charge": -1,
  "gap_ev": 6.77,
  "e_above_lowest_kcal_mol": 63.3,
  "species": ["C", "C", "O", "O", "H", "H", "H", "C", "C", "C", "C", "C", "C", "C", "C", "C", "N", "H", "H", "H", "H", "H", "H", "H", "H", "H"],
  "positions_angstrom": [[0.482, 1.704, 4.097], [1.877, 1.200, 3.673], [2.081, 0.008, 3.941], [2.596, 2.016, 3.063], [0.138, 1.137, 5.000], [-0.197, 1.321, 3.340], [0.482, 2.817, 4.175], [-2.283, -0.819, -4.031], [0.135, -0.961, -1.096], [-1.104, -0.552, -1.679], [-1.361, -1.232, -2.965], [-0.280, -2.017, -3.255], [-0.284, 0.658, 0.543], [0.588, -0.400, 0.096], [-1.477, 1.081, -0.017], [-1.868, 0.442, -1.166], [0.695, -1.719, -2.209], [0.133, 1.261, 1.400], [1.556, -0.657, 0.637], [-2.048, 1.839, 0.365], [-2.761, 0.752, -1.672], [1.482, -2.367, -1.954], [0.013, -2.847, -3.926], [-3.166, -0.419, -3.704], [-2.661, -1.443, -4.795], [-1.798, -0.170, -4.640]],
  "nbo_charge": [-0.75, 0.75, -0.79, -0.79, 0.20, 0.20, 0.20, -0.63, 0.22, -0.12, -0.08, -0.05, -0.18, -0.28, -0.26, -0.18, -0.59, 0.25, 0.26, 0.21, 0.19, 0.39, 0.21, 0.21, 0.21, 0.21]
}


Record 8
{
  "formula": "C11H13BClNTc",
  "method": "ωB97M-V with the def2-TZVPD basis set",
  "multiplicity": 4,
  "homo_ev": [-8.76, -8.62],
  "total_charge": 0,
  "gap_ev": [7.77, 6.19],
  "species": ["C", "C", "C", "H", "C", "C", "H", "H", "H", "H", "Tc", "Cl", "C", "C", "C", "H", "C", "C", "H", "H", "H", "H", "B", "C", "N", "H", "H", "H"],
  "positions_angstrom": [[0.887, -1.688, 0.181], [0.982, -1.509, -1.268], [-0.393, -1.524, -1.791], [1.912, -1.473, -1.815], [-1.273, -1.854, -0.741], [-0.524, -1.818, 0.472], [-0.933, -2.041, 1.448], [1.702, -1.659, 0.890], [-0.681, -1.230, -2.821], [-2.325, -2.063, -0.791], [-0.008, 0.123, -0.406], [1.973, 1.192, -0.521], [0.068, 2.376, -3.298], [-1.158, 1.735, -3.628], [-0.850, 0.488, -4.247], [-2.158, 2.133, -3.468], [0.573, 0.361, -4.295], [1.138, 1.527, -3.711], [2.198, 1.742, -3.617], [0.177, 3.351, -2.832], [-1.567, -0.232, -4.634], [1.124, -0.469, -4.734], [-0.140, 0.342, 4.107], [-0.075, 0.549, 2.596], [-0.093, 0.655, 1.425], [0.810, -0.258, 4.615], [-1.186, -0.265, 4.436], [-0.180, 1.507, 4.419]],
  "lowdin_spin": [-0.01, 0.02, 0.06, 0.00, 0.05, -0.01, 0.00, 0.00, 0.01, 0.01, 1.60, 0.15, 0.25, 0.05, 0.35, 0.00, 0.03, 0.26, 0.01, 0.01, 0.02, 0.00, 0.02, 0.07, 0.03, 0.00, 0.00, 0.01]
}